# C56H47CrF5N2O10S8Te

A molecular structure, C56H47CrF5N2O10S8Te (ωB97M-V/def2-TZVPD, the Open Molecules 2025 dataset).

Each line ends with the Mulliken spin population.
Cartesian coordinates (Å):
1 N -2.29 -5.21 -3.22  -0.001
2 H 6.40 -1.15 0.06  0.000
3 C 5.95 0.00 1.87  0.000
4 H 6.32 -2.93 -4.36  0.000
5 H 3.33 1.66 1.11  0.001
6 C 0.70 2.26 -1.73  0.011
7 F 1.02 -2.65 0.06  0.025
8 C -3.41 -0.98 3.55  0.006
9 C 2.16 3.98 -5.30  0.000
10 H -5.00 -4.73 -3.18  0.000
11 C 2.77 4.24 0.71  0.000
12 H 2.57 -2.72 -1.47  -0.003
13 C -0.03 4.08 -6.27  0.000
14 H -5.89 -2.43 1.79  0.000
15 S 1.15 1.57 3.32  0.001
16 H -3.58 -2.74 -1.64  0.001
17 C -2.14 3.37 0.05  0.000
18 H 4.56 0.24 -4.87  0.000
19 O -2.05 -1.57 0.59  -0.085
20 H 4.81 -3.23 -2.38  0.000
21 C 0.26 3.25 -3.99  0.000
22 C 2.87 -0.13 -3.62  0.002
23 H -3.49 2.32 -3.82  0.000
24 C -2.46 2.63 -3.88  0.000
25 O -1.79 -2.92 2.75  0.022
26 C 0.91 4.70 -1.30  0.000
27 C -0.27 2.61 -2.83  0.005
28 H -5.57 -3.74 -1.82  0.000
29 C -1.61 2.29 -2.81  -0.001
30 H 1.15 -4.25 6.12  0.000
31 C 2.13 0.28 3.90  -0.008
32 C -1.97 3.27 -4.98  0.000
33 H -3.59 -0.05 5.45  0.000
34 S 0.62 -0.66 -2.08  -0.012
35 O -0.10 -0.37 -3.34  0.001
36 C 3.01 -2.07 -2.20  0.003
37 H 1.73 4.65 -7.31  0.000
38 C -4.77 -4.38 -2.17  0.001
39 C 1.28 3.36 -1.02  0.004
40 C -5.41 -1.90 2.60  0.000
41 H 2.85 -5.58 4.62  0.000
42 O -1.11 -0.25 2.47  0.048
43 O -3.54 0.66 -2.35  -0.001
44 F -1.40 -5.55 1.94  -0.004
45 C 1.45 5.75 -0.61  0.000
46 S -1.65 -0.84 3.69  0.002
47 S -3.31 -2.26 0.95  -0.005
48 C 1.36 2.44 4.78  0.000
49 F 0.55 -4.14 2.08  0.015
50 C -0.60 3.55 -5.08  0.000
51 Cr -0.06 -1.64 1.26  3.111
52 H -1.18 -6.62 -4.27  0.000
53 C -2.62 4.21 1.05  0.000
54 C 5.73 -0.88 0.86  0.000
55 C -4.40 4.97 2.65  0.000
56 H 2.38 2.14 6.66  0.000
57 H -4.86 5.84 2.19  0.000
58 C 1.65 3.48 -4.14  -0.001
59 C 2.06 0.78 -0.35  0.019
60 C 2.40 5.52 0.40  0.000
61 C 2.22 3.14 0.01  -0.001
62 N -3.54 -3.61 -2.15  -0.003
63 H -0.56 -6.25 -2.62  0.000
64 H 6.32 -1.39 -5.24  0.000
65 C 2.60 -4.54 4.55  -0.004
66 C 2.59 0.53 5.16  -0.001
67 S 3.32 -3.58 3.33  0.000
68 S 4.18 -1.61 0.95  0.001
69 H 1.15 6.77 -0.84  0.000
70 O -4.39 -1.90 0.05  -0.005
71 S -0.93 -3.28 -2.02  -0.032
72 H -0.34 -5.09 -3.93  0.000
73 O -1.33 -0.12 4.89  -0.001
74 C 2.13 1.77 5.67  0.000
75 H -5.14 4.48 3.28  0.000
76 H -1.15 3.53 -0.34  0.001
77 H 2.82 6.36 0.94  0.000
78 H -1.99 5.02 1.41  0.000
79 O -1.17 -2.30 3.90  0.003
80 H 3.48 4.05 1.50  0.000
81 H -5.65 2.82 1.53  0.000
82 H -4.68 -5.24 -1.49  -0.001
83 C -4.67 2.98 1.11  0.000
84 C -4.13 -0.55 4.66  0.000
85 C -2.94 2.35 -0.43  0.000
86 C 3.80 -0.71 2.37  0.016
87 F 0.34 -5.42 0.01  -0.001
88 H 2.31 3.24 -3.32  0.000
89 C 1.31 4.28 -6.38  0.000
90 C 1.12 0.97 -1.38  -0.022
91 C -1.02 -5.84 -3.53  0.000
92 H 6.98 -1.48 -3.61  0.000
93 H -4.81 1.35 -0.29  0.000
94 H 4.78 0.77 3.58  0.000
95 O -3.21 -3.72 1.02  -0.005
96 C 4.27 -2.35 -2.72  -0.001
97 H 0.17 4.89 -2.07  0.000
98 C -4.04 -1.66 2.51  -0.003
99 H -6.04 -0.49 5.62  0.000
100 C -3.88 4.03 1.59  0.000
101 H 3.23 -0.15 5.70  0.000
102 C 2.32 -0.96 -2.66  0.010
103 S -2.34 1.12 -1.63  0.012
104 C 1.73 -3.83 5.31  0.000
105 C 4.83 0.11 2.73  0.001
106 H 2.36 -0.23 -0.13  -0.008
107 F -2.03 -5.53 -0.35  -0.005
108 H 6.86 0.56 2.00  0.000
109 H 3.23 4.13 -5.41  0.000
110 H 0.88 3.39 4.90  0.000
111 C 1.62 -2.48 4.89  -0.002
112 C -6.13 -1.48 3.71  0.000
113 C 4.13 -0.41 -4.13  0.000
114 H -2.62 3.51 -5.81  0.000
115 C 2.60 1.82 0.33  0.000
116 H -3.58 5.32 3.28  0.000
117 H 0.97 -1.76 5.36  0.000
118 C 4.84 -1.53 -3.69  0.000
119 Te -0.96 -4.13 0.72  0.049
120 H 2.30 0.72 -3.98  0.000
121 C 6.19 -1.85 -4.27  0.000
122 H -0.69 4.31 -7.09  0.000
123 C -5.49 -0.80 4.74  0.000
124 O 1.47 -1.00 1.96  -0.116
125 C -4.20 2.15 0.10  0.001
126 H -7.19 -1.69 3.78  0.000
127 C 2.43 -0.91 3.00  -0.064
128 H -3.07 -5.85 -3.15  0.000
129 C 2.42 -2.19 3.82  0.026
130 C -2.35 -4.10 -2.46  -0.002

Output
spin multiplicity: 4
LUMO level (spin up / spin down): 0.000 / 0.069 hartree
total charge: -1
energy above the lowest of the compared OMol25 structures with the same formula, charge and spin: 565.4 kJ/mol
orbital gap (spin up / spin down): 5.550 / 7.524 eV